1.
The following is a quantum chemistry calculation of C28H37FN8O5V as an isolated structure, from OMol25.

Cartesian coordinates (Å):
1 N 2.372 -5.417 6.190
2 H 3.890 -6.623 5.264
3 H -3.050 -4.368 -1.057
4 H -1.493 -1.565 8.303
5 O -1.513 0.121 0.808
6 H 4.419 -5.089 5.952
7 N 1.912 -0.624 -1.458
8 H 3.102 -2.723 -3.668
9 H -1.697 -1.025 -6.557
10 H 3.570 -6.411 9.410
11 H 5.127 -6.573 7.647
12 O -2.679 0.588 2.643
13 H -1.831 -0.297 -5.012
14 H -0.550 4.606 1.751
15 C 1.839 -4.529 5.229
16 C 4.842 0.166 -3.091
17 N -1.019 -2.191 4.974
18 H -0.152 1.906 -1.410
19 H -1.636 -2.789 0.242
20 H 4.576 1.002 -2.451
21 C 1.486 -6.392 6.809
22 C -0.985 -1.454 7.346
23 H 1.074 3.073 1.785
24 O -1.929 -3.346 -5.727
25 C -1.018 -1.065 2.837
26 H -0.240 5.254 0.121
27 N 3.798 -0.857 -3.020
28 H 4.040 -1.816 -4.868
29 C 4.074 -6.666 7.394
30 H -1.017 -0.401 7.069
31 C -1.808 -0.022 2.042
32 C -0.867 2.591 -0.938
33 C -1.516 -1.314 4.086
34 C 2.388 -4.323 3.951
35 H -2.701 -1.987 6.154
36 H -1.047 3.400 -1.645
37 C -2.480 -3.604 -1.566
38 C 2.803 -0.734 -2.192
39 N -0.951 -1.780 -1.411
40 C 3.962 -2.075 -3.813
41 C 0.709 -3.798 5.556
42 C 1.784 -6.415 8.310
43 H 4.865 -2.603 -3.506
44 C -1.690 -2.732 -0.837
45 C 0.704 -2.709 3.392
46 N -1.594 -1.108 -5.557
47 C -0.736 4.466 0.689
48 H 5.795 -0.249 -2.761
49 C 0.645 2.497 0.959
50 F 3.467 -5.034 3.558
51 H 3.822 -7.723 7.351
52 C -1.011 -1.644 -2.740
53 H -1.810 4.533 0.525
54 H -2.394 -0.755 4.387
55 C -2.515 -3.479 -2.943
56 V 0.192 -0.357 -0.207
57 C 0.121 -2.904 4.652
58 H 3.351 -5.067 8.481
59 H -3.093 -4.149 -3.566
60 C 0.142 -1.777 2.412
61 C 1.852 -3.435 3.064
62 H 0.443 -6.127 6.651
63 O 0.718 -1.683 1.297
64 H 1.600 -7.388 8.760
65 H -1.792 2.063 -0.713
66 C -1.669 -2.304 6.287
67 H 2.297 -3.306 2.087
68 H 0.294 -3.903 6.548
69 H 1.218 -5.657 8.848
70 H 4.940 0.517 -4.118
71 H 0.060 -1.737 7.475
72 O 1.054 1.349 0.736
73 C -1.801 -2.355 -5.045
74 C 3.737 -5.927 6.092
75 H 1.627 -7.387 6.369
76 N 3.246 -6.083 8.499
77 N -0.276 3.147 0.268
78 H -1.705 -3.357 6.564
79 H -0.382 -0.873 -3.171
80 C -1.783 -2.462 -3.546

Values from the calculation:
Spin multiplicity: 4
Highest occupied orbital energy (alpha / beta), eV: -11.36 / -12.91
Frontier orbital gap (alpha / beta), eV: 6.67 / 8.21
Energy relative to the best compared isomer or geometry (same formula, charge and spin), kcal/mol: 0.0
Net charge: +2

---

2.
The following is a quantum chemistry calculation of C4H9NO as an isolated structure, from OMol25.

Cartesian coordinates (Å):
1 O -1.975 -0.829 1.715
2 C 0.407 0.774 0.718
3 C -0.698 1.383 -0.116
4 H 1.986 -0.019 -1.399
5 H -1.307 2.272 -0.025
6 C -0.648 0.324 -0.930
7 H 2.215 -1.283 -0.156
8 H -2.361 -0.382 0.957
9 C 1.502 -0.854 -0.867
10 N 0.296 -0.433 -0.169
11 H -1.130 -1.152 1.366
12 H 0.221 0.561 1.776
13 H 1.370 1.278 0.581
14 H 1.244 -1.627 -1.600
15 H -1.121 -0.013 -1.850

Values from the calculation:
Highest occupied orbital energy, eV: -8.85
Frontier orbital gap, eV: 9.83
Energy relative to the best compared isomer or geometry (same formula, charge and spin), kcal/mol: 64.7
Net charge: 0

---

3.
The following is a quantum chemistry calculation of a 2-piece molecular cluster, C3H6IN overall at a distorted geometry, from OMol25.

Cartesian coordinates (Å):
1 H -1.082 -1.784 -1.029
2 C 0.238 -0.295 -0.206
3 I 4.406 1.021 -0.257
4 H -0.996 0.860 0.905
5 H -1.336 -1.637 0.730
6 H -1.894 -0.491 -0.442
7 N 1.288 -0.830 -0.506
8 C -1.082 -1.112 -0.217
9 H -0.126 1.798 -0.408
10 C -0.094 1.063 0.365
11 H 0.679 1.408 1.064

Values from the calculation:
Highest occupied orbital energy (alpha / beta), eV: -8.24 / -8.25
Frontier orbital gap (alpha / beta), eV: 4.66 / 4.67
Energy relative to the best compared isomer or geometry (same formula, charge and spin), kcal/mol: 74.5
Net charge: 0

---

4.
The following is a quantum chemistry calculation of C8H13BN2Tc as an isolated structure at a distorted geometry, from OMol25.

Cartesian coordinates (Å):
1 C 1.501 -1.600 -1.028
2 H -0.444 2.837 0.305
3 Tc -0.674 -0.559 -0.403
4 H -0.039 -2.122 -2.382
5 H -3.256 -0.336 0.747
6 C 0.914 0.816 -1.997
7 H 2.048 -1.942 -0.153
8 H 2.149 -1.315 -1.852
9 N -2.351 -0.332 0.260
10 N 0.180 -0.385 1.378
11 B 0.015 0.019 4.020
12 H -1.023 -0.522 4.367
13 C -0.491 0.547 -2.189
14 H -2.256 1.666 -1.349
15 H 0.997 -0.533 4.476
16 C 0.125 -0.201 2.541
17 H -0.935 -0.002 -3.012
18 C 0.226 -2.121 -1.328
19 H 1.745 0.424 -2.592
20 H 0.008 1.218 4.237
21 C -0.236 2.103 -0.472
22 H 2.009 2.187 -0.612
23 C -1.208 1.410 -1.267
24 C 1.058 1.758 -0.947
25 H -0.061 -3.013 -0.750

Values from the calculation:
Spin multiplicity: 4
Highest occupied orbital energy (alpha / beta), eV: -7.38 / -8.82
Frontier orbital gap (alpha / beta), eV: 6.36 / 6.89
Net charge: 0

---

5.
The following is a quantum chemistry calculation of C2H6O2Pd as an isolated structure at a distorted geometry, from OMol25.

Cartesian coordinates (Å):
1 H -0.030 0.428 -1.534
2 H -1.716 -0.296 0.940
3 H -2.263 0.311 -0.641
4 Pd 3.029 0.065 -0.274
5 H -0.107 -1.149 -0.674
6 C -1.459 0.368 0.104
7 O 1.815 -0.695 0.454
8 H 1.404 -0.750 1.409
9 O 0.893 0.374 0.309
10 C -0.171 -0.057 -0.558
11 H -1.394 1.402 0.467

Values from the calculation:
Spin multiplicity: 4
Highest occupied orbital energy (alpha / beta), eV: -11.60 / -17.03
Frontier orbital gap (alpha / beta), eV: 6.89 / 8.63
Energy relative to the best compared isomer or geometry (same formula, charge and spin), kcal/mol: 46.9
Net charge: +1

---

6.
The following is a quantum chemistry calculation of one molecule with the formula HN5 at a distorted geometry, from OMol25.

Cartesian coordinates (Å):
1 N 1.208 0.633 -0.005
2 N -0.047 1.059 -0.025
3 N 1.443 -0.539 -0.011
4 N -0.737 -0.096 0.002
5 H -1.721 0.126 0.058
6 N -0.145 -1.182 -0.018

Values from the calculation:
Highest occupied orbital energy, eV: -10.89
Frontier orbital gap, eV: 11.22
Energy relative to the best compared isomer or geometry (same formula, charge and spin), kcal/mol: 32.7
Net charge: 0